1.
The following is a quantum chemistry calculation of a structure of composition C19H38GeInN6O3S, from OMol25.

The geometry in ORCA input format:
```
! wB97M-V def2-TZVPD RIJCOSX def2/J DEFGRID3
* xyz 2 2
In -0.2862 -0.3941 1.2016
N -3.4727 2.4895 2.3844
C -2.4363 1.6670 2.2616
S -2.6680 0.2862 1.1965
N -1.3580 1.9805 2.9571
N -0.3305 1.1530 2.8239
C 0.7053 1.2195 3.5721
C 1.8096 0.2725 3.3540
C 2.9270 0.2578 4.1686
C 3.9219 -0.6832 3.9291
C 3.7770 -1.5819 2.8864
C 2.6426 -1.4999 2.0976
N 1.6920 -0.5931 2.3259
H -4.3458 2.2969 1.9256
H -3.4188 3.2492 3.0459
H 0.7703 1.9583 4.3647
H 3.0149 0.9691 4.9797
H 4.8035 -0.7090 4.5570
H 4.5299 -2.3280 2.6724
H 2.5003 -2.1486 1.2443
C -1.0974 2.3177 -3.9207
C -1.9642 1.7700 -2.8030
C -2.6981 2.8876 -2.0744
C -2.9321 0.6983 -3.2707
O -1.1061 1.1750 -1.7781
Ge 0.1256 -0.0564 -1.8739
O 1.1729 0.3739 -0.4584
C 1.9909 1.6293 -0.5775
C 3.2808 1.4026 0.1888
C 1.2012 2.7961 -0.0121
C 2.3088 1.8290 -2.0523
O -0.5655 -1.4371 -0.8128
C -0.7526 -2.8020 -1.3611
C -1.1499 -2.6835 -2.8221
C -1.8877 -3.4206 -0.5634
C 0.5561 -3.5509 -1.1996
H -1.7113 2.8240 -4.6673
H -0.3884 3.0471 -3.5282
H -0.5574 1.5137 -4.4344
H -3.4310 3.3462 -2.7402
H -3.2255 2.4764 -1.2134
H -2.0166 3.6713 -1.7410
H -3.6191 1.0931 -4.0209
H -2.3859 -0.1294 -3.7340
H -3.5139 0.3252 -2.4260
H 3.1112 1.3504 1.2607
H 3.7860 0.4974 -0.1492
H 3.9498 2.2479 0.0157
H 0.9567 2.6167 1.0388
H 1.8142 3.6980 -0.0426
H 0.2812 2.9638 -0.5664
H 2.8286 0.9612 -2.4668
H 1.4106 2.0509 -2.6372
H 2.9668 2.6907 -2.1733
H -2.0574 -2.0892 -2.9297
H -0.3428 -2.2559 -3.4270
H -1.3487 -3.6748 -3.2326
H -2.7882 -2.8118 -0.6399
H -2.1166 -4.4132 -0.9546
H -1.6184 -3.5543 0.4859
H 1.3460 -3.0850 -1.7932
H 0.8683 -3.5690 -0.1523
H 0.4522 -4.5843 -1.5327
N -0.0343 -3.4685 2.6195
N -0.8035 -2.2747 2.4835
H -0.4626 -4.0755 3.3106
H -0.0442 -3.9613 1.7358
H -0.7650 -1.8098 3.3901
H -1.8013 -2.4079 2.3051
*
```

Kohn-Sham gap (alpha / beta) = 7.76 / 6.07 eV
Energy = -3965.8257 Eh
⟨S²⟩ = 0.754
E_HOMO (alpha / beta) = -14.100 / -14.104 eV

Charges obtained by Löwdin population analysis, quoted in units of e:
1 In 0.699
2 N 0.126
3 C -0.784
4 S 0.726
5 N 0.022
6 N -0.129
7 C -0.030
8 C -0.251
9 C 0.023
10 C 0.003
11 C -0.005
12 C -0.094
13 N 0.025
14 H 0.108
15 H 0.130
16 H 0.151
17 H 0.134
18 H 0.132
19 H 0.127
20 H 0.120
21 C -0.029
22 C -0.645
23 C -0.012
24 C -0.019
25 O -0.264
26 Ge 1.009
27 O -0.320
28 C -0.600
29 C -0.010
30 C 0.002
31 C -0.045
32 O -0.357
33 C -0.632
34 C -0.039
35 C -0.004
36 C -0.007
37 H 0.106
38 H 0.086
39 H 0.090
40 H 0.105
41 H 0.075
42 H 0.092
43 H 0.106
44 H 0.071
45 H 0.096
46 H 0.072
47 H 0.102
48 H 0.110
49 H 0.074
50 H 0.113
51 H 0.082
52 H 0.102
53 H 0.053
54 H 0.117
55 H 0.082
56 H 0.079
57 H 0.115
58 H 0.104
59 H 0.112
60 H 0.054
61 H 0.099
62 H 0.067
63 H 0.111
64 N 0.017
65 N -0.101
66 H 0.106
67 H 0.057
68 H 0.104
69 H 0.081

***

2.
The following is a quantum chemistry calculation of a cluster of 3 separate species, C10H23N3O7PS2 in total, from OMol25.

The geometry in ORCA input format:
```
! wB97M-V def2-TZVPD RIJCOSX def2/J DEFGRID3
* xyz 1 1
N -0.1449 2.1127 1.1616
P 0.7609 1.4221 2.5388
O 1.2559 -0.1206 1.9617
C 2.2428 2.5875 2.7219
C 2.3349 3.6911 3.7677
C 3.5754 4.5380 3.7067
N 4.6769 4.4874 2.8712
N 4.5162 3.4944 2.0162
C 3.4812 2.5977 1.8495
H 0.0399 1.5342 0.3213
H 0.2628 3.0380 0.9235
H 2.2293 -0.2225 2.0029
H 1.5367 3.8946 4.5372
H 3.6253 5.3900 4.4677
H 5.3019 3.4111 1.3427
H 3.5534 1.8174 1.0260
O -2.8014 -4.8228 2.5749
S -1.4544 -5.2606 2.3259
O -0.3703 -4.9127 3.2054
O -1.0449 -4.8581 0.8140
C -1.1787 -3.4941 0.4160
C -0.0542 -2.6369 0.9666
C -1.4535 -7.0143 2.0978
H -2.1560 -3.1005 0.7094
H -1.1396 -3.4793 -0.6752
H -0.1156 -2.5586 2.0538
H -0.1005 -1.6284 0.5531
H 0.9180 -3.0757 0.7287
H -2.2428 -7.2801 1.3966
H -1.6400 -7.4767 3.0668
H -0.4782 -7.3206 1.7215
O -0.3167 0.9407 -2.4307
S -0.4901 1.3085 -3.8133
O 0.0447 2.5343 -4.3415
O -2.0581 1.2205 -4.1857
C -2.9921 1.9509 -3.3865
C -2.9824 3.4305 -3.7227
C 0.0549 -0.0282 -4.8346
H -2.8013 1.7853 -2.3223
H -3.9800 1.5407 -3.6045
H -2.0359 3.8933 -3.4357
H -3.7852 3.9503 -3.1961
H -3.1037 3.5832 -4.7972
H -0.3825 -0.9553 -4.4672
H 1.1420 -0.0747 -4.7720
H -0.2501 0.1664 -5.8619
*
```

Energy above the lowest of the compared OMol25 structures with the same formula, charge and spin = 45.8 kcal/mol
Kohn-Sham gap = 6.76 eV
Energy = -2223.1522 Eh
E_HOMO = -12.389 eV

Charges obtained by Löwdin population analysis, quoted in units of e:
1 N -0.171
2 P 0.900
3 O -0.327
4 C -0.266
5 C 0.044
6 C -0.041
7 N 0.115
8 N -0.001
9 C 0.016
10 H 0.028
11 H 0.038
12 H 0.058
13 H 0.130
14 H 0.141
15 H 0.191
16 H 0.153
17 O -0.276
18 S 0.602
19 O -0.285
20 O -0.265
21 C -0.263
22 C -0.094
23 C -0.120
24 H 0.118
25 H 0.122
26 H 0.068
27 H 0.057
28 H 0.088
29 H 0.076
30 H 0.079
31 H 0.076
32 O -0.310
33 S 0.597
34 O -0.278
35 O -0.260
36 C -0.263
37 C -0.074
38 C -0.118
39 H 0.113
40 H 0.126
41 H 0.068
42 H 0.083
43 H 0.089
44 H 0.076
45 H 0.077
46 H 0.080

***

3.
The following is a quantum chemistry calculation of the molecule C6H14N2, from OMol25.

The geometry in ORCA input format:
```
! wB97M-V def2-TZVPD RIJCOSX def2/J DEFGRID3
* xyz 0 1
C 1.3177 -1.2620 1.1511
C 1.1378 -0.6665 -0.0172
C 1.8319 -1.1760 -1.2501
C 0.2935 0.5848 -0.2183
N -0.3519 0.6849 -1.5239
C -0.7985 0.8151 0.8628
C -1.8491 -0.2933 0.8729
N -1.4799 2.0849 0.6764
H 0.8549 -0.9278 2.0615
H 1.9550 -2.1268 1.2410
H 2.5257 -1.9725 -0.9949
H 1.1131 -1.5708 -1.9691
H 2.3888 -0.3728 -1.7338
H 0.9846 1.4422 -0.1581
H -0.9218 -0.1367 -1.6931
H 0.3356 0.7463 -2.2650
H -0.3103 0.8587 1.8418
H -2.5220 -0.1398 1.7115
H -1.3816 -1.2698 0.9632
H -2.4382 -0.2598 -0.0400
H -1.8676 2.1066 -0.2625
H -0.8176 2.8511 0.7435
*
```

Energy above the lowest of the compared OMol25 structures with the same formula, charge and spin = 14.9 kcal/mol
Kohn-Sham gap = 9.91 eV
SMILES string = C=C(C)[C@@H](N)[C@H](C)N
Energy = -346.5035 Eh
E_HOMO = -9.007 eV

Charges obtained by Löwdin population analysis, quoted in units of e:
1 C 0.045
2 C -0.325
3 C -0.070
4 C -0.342
5 N 0.044
6 C -0.435
7 C -0.061
8 N 0.025
9 H 0.057
10 H 0.061
11 H 0.074
12 H 0.077
13 H 0.081
14 H 0.149
15 H 0.075
16 H 0.070
17 H 0.128
18 H 0.077
19 H 0.066
20 H 0.070
21 H 0.062
22 H 0.069

***

Q: What is the energy in the third record?
A: -346.5035 Eh